1.
A cluster of 21 separate species, C4H48FO20 in total. Source: the OMol25 dataset; level of theory: wB97M-V/def2-TZVPD.

Results
net charge: -1
HOMO level: -1.80 eV

Cartesian coordinates (Å):
O  -0.1015  -5.7462  -5.3845
H  0.1176  -7.8266  -5.9619
H  0.8867  5.0683  6.4357
H  -0.4346  3.2834  7.6645
O  -3.0707  -0.9713  -4.3347
H  -0.5484  -9.0687  -6.5263
C  -1.6132  0.3533  -0.2726
H  -0.5392  -1.4585  -1.0539
H  -3.2603  -8.2441  -7.4160
O  0.0083  4.9091  6.0754
H  -2.3885  -0.0515  -0.9654
H  3.7659  0.9321  -2.0888
H  0.0173  2.6709  8.9813
O  4.0230  -1.4917  4.7004
H  -7.6034  1.3654  -0.3149
O  -0.0136  2.7437  3.6553
O  3.4185  5.7405  2.3714
O  -5.7452  -0.6229  -4.7762
H  -1.2265  4.4643  -0.8533
H  2.4412  1.3044  0.2664
O  3.3898  3.3100  1.0320
H  0.5156  -5.0500  -5.1339
O  4.4945  1.4898  -1.7874
H  -1.7776  -3.5107  -4.3690
O  -0.1844  2.4415  8.0706
C  -0.3618  -0.5989  -0.3556
H  2.7090  -0.5218  0.2661
C  0.9297  0.1766  -0.8386
H  3.7774  4.8319  5.9107
H  -3.2291  -0.1965  -3.7899
O  0.2994  -8.6133  -6.4936
H  -2.8878  -7.7064  -6.0466
H  -0.7927  3.8307  0.4566
H  4.1315  3.6541  1.5392
H  -6.3007  0.1320  -4.5622
H  0.1781  4.3893  5.2772
H  3.6224  3.5007  0.1164
H  -0.8948  3.0520  3.8902
H  -0.0605  1.7860  3.7759
H  -1.3109  1.3697  -0.6418
H  0.6696  1.1616  -1.2769
O  6.0854  0.1613  3.4709
O  1.4614  -3.1047  -4.0709
H  1.8270  -0.1563  2.8206
H  3.2839  4.6969  4.4814
H  -7.9299  2.3922  0.7527
O  -7.3346  1.6626  0.5589
H  4.3311  -1.9417  5.4929
H  6.4393  0.3586  4.3409
H  4.8004  1.0412  -0.9934
H  2.3278  -0.0079  4.2610
H  -0.8770  -5.2592  -5.6961
H  2.5973  5.2335  2.3017
F  1.5455  -0.5926  -1.9397
O  -1.0196  3.6143  -0.4544
H  -2.0183  0.4687  0.7466
H  1.5164  -2.2814  -3.5624
H  3.2947  -2.0403  4.3801
H  -4.5731  -0.6207  1.2318
H  -2.2417  -2.8682  -5.6631
H  5.4882  -0.5870  3.6255
O  1.5882  -0.3523  3.7508
O  -2.9591  -8.5260  -6.5477
H  3.1751  6.5069  2.9018
O  3.0559  4.4686  5.3898
O  -2.0493  -3.7262  -5.2698
H  -5.3295  0.6919  1.3530
C  1.9440  0.2934  0.3202
H  -6.0657  -0.9133  -5.6358
H  -3.9285  -1.4124  -4.3635
H  -0.0999  -1.0533  0.6215
O  -4.4715  0.3268  1.1030
H  1.1622  -2.8197  -4.9393

Atomic partial charges in e from the Mulliken method, atoms 1 to 2: -0.615 0.331



2.
A structure of composition C4H4BaO5. Source: the OMol25 dataset; level of theory: wB97M-V/def2-TZVPD.

Results
net charge: +2
HOMO level (alpha / beta): -17.93 / -17.01 eV

Cartesian coordinates (Å):
H  -2.9027  1.1470  0.7859
C  0.0550  0.2400  0.1123
O  7.2976  -0.0506  -0.0679
C  6.1878  0.0173  -0.1802
C  -2.1858  0.6713  0.0944
O  -0.9454  1.1853  0.3629
H  -2.9560  -1.3147  -0.9063
Ba  3.2425  0.2426  -0.4159
H  -2.9923  -1.4859  0.9855
O  -1.2379  -0.9719  0.1498
C  -2.5326  -1.0427  0.0775
O  0.9329  0.1682  1.0458
O  0.4907  0.2436  -1.0969
H  -2.4540  0.9505  -0.9470

Atomic partial charges in e from the Mulliken method, atoms 1 to 2: 0.350 1.286



3.
The molecule C4H4Br2. Source: the OMol25 dataset; level of theory: wB97M-V/def2-TZVPD.

Results
SMILES: Br[C@H]1[C@@H]2[C@@H](Br)[C@H]12
energy relative to the best compared isomer or geometry (same formula, charge and spin): 163.1 kJ/mol
HOMO level: -9.85 eV

Cartesian coordinates (Å):
C  -0.6135  -0.8884  0.5215
C  0.7978  -0.3033  -0.0090
C  -0.5862  0.1917  -0.4877
H  1.4558  -0.8987  -0.5347
Br  -1.1823  -2.6605  0.0303
H  0.3266  1.3616  1.0926
C  0.3983  1.1144  0.1341
H  -1.2152  0.2819  -1.3193
H  -0.6931  -0.7079  1.5460
Br  1.3118  2.5092  -0.9739

Atomic partial charges in e from the natural (NBO) method, atoms 1 to 2: -0.250 -0.226



4.
The molecule C4H4BrF3O. Source: the OMol25 dataset; level of theory: wB97M-V/def2-TZVPD.

Results
SMILES: C=C[C@H](OBr)C(F)(F)F
energy relative to the best compared isomer or geometry (same formula, charge and spin): 0.0 kJ/mol
HOMO level: -9.94 eV

Cartesian coordinates (Å):
C  -0.0460  -0.3198  -0.4324
H  0.4650  -0.5878  -1.3231
H  1.4759  1.5368  -0.9393
C  -0.9610  -1.3805  0.0912
O  -1.0582  0.8103  -1.0701
C  1.5556  1.4099  0.0956
F  -1.5279  -1.2972  1.2810
H  1.1613  0.0407  1.4749
H  2.1891  1.9025  0.7496
C  0.8462  0.3914  0.4876
Br  -1.9927  1.6489  0.2358
F  -1.9431  -1.6757  -0.7810
F  -0.1642  -2.4795  0.1302

Atomic partial charges in e from the natural (NBO) method, atoms 1 to 2: -0.011 0.245



5.
The molecule C4H4BrN. Source: the OMol25 dataset; level of theory: wB97M-V/def2-TZVPD.

Results
energy relative to the best compared isomer or geometry (same formula, charge and spin): 410.2 kJ/mol
HOMO level (alpha / beta): -8.54 / -8.83 eV

Cartesian coordinates (Å):
Br  5.0601  -0.2586  0.0006
C  1.4867  1.3624  0.0006
C  3.3568  0.3556  -0.0065
N  2.8679  1.5098  0.0008
H  0.8506  2.2443  0.0021
H  -0.8496  -0.2714  0.8094
H  -0.0305  -1.6894  0.1415
C  1.0711  0.0912  -0.0009
C  -0.2026  -0.6210  -0.0003
H  -0.7200  -0.4887  -0.9524

Atomic partial charges in e from the natural (NBO) method, atoms 1 to 2: 0.166 -0.172



6.
The molecule C4H4BrNO2. Source: the OMol25 dataset; level of theory: wB97M-V/def2-TZVPD.

Results
energy relative to the best compared isomer or geometry (same formula, charge and spin): 13.7 kJ/mol
multiplicity: 3
HOMO level (alpha / beta): -6.43 / -10.57 eV

Cartesian coordinates (Å):
Br  3.9049  -0.7726  -0.0753
C  1.6632  0.9569  0.0241
N  0.6464  1.1435  -0.5847
O  -0.8764  -0.5876  -0.5770
C  -2.1325  -1.1407  -0.2271
H  -2.2356  -1.5889  0.8679
H  -2.2395  -1.8185  -1.0747
H  -2.8367  -0.3841  -0.1361
C  -0.6675  0.7194  -0.2439
H  3.3942  1.2196  1.3170
C  2.8648  0.8161  0.5198
O  -1.4853  1.4369  0.1899

Atomic partial charges in e from the natural (NBO) method, atoms 1 to 2: -0.045 0.330



7.
A structure of composition C4H4CaO2. Source: the OMol25 dataset; level of theory: wB97M-V/def2-TZVPD.

Results
energy relative to the best compared isomer or geometry (same formula, charge and spin): 95.1 kJ/mol
net charge: +2
HOMO level: -17.30 eV

Cartesian coordinates (Å):
C  -0.9416  -1.0801  1.0352
C  0.4532  0.0649  -1.0386
H  -0.6024  -2.0000  1.5115
C  1.6493  0.4841  -1.4465
H  -1.9134  -0.9719  0.5480
H  -0.0547  -0.6719  -1.6605
O  -0.1912  0.8774  0.1350
H  0.8279  0.0001  1.6843
Ca  -1.6753  2.3409  -0.0928
O  2.6070  0.9497  -1.8923
C  -0.1589  0.0070  1.2167

Atomic partial charges in e from the natural (NBO) method, atoms 1 to 2: -0.311 -0.309



8.
A structure of composition C4H4CaO6. Source: the OMol25 dataset; level of theory: wB97M-V/def2-TZVPD.

Results
net charge: +1
multiplicity: 2
HOMO level (alpha / beta): -10.89 / -12.91 eV

Cartesian coordinates (Å):
C  -0.1842  0.0184  0.6922
H  -1.3726  -1.8985  -0.6815
H  -2.7666  -1.8385  0.6950
Ca  4.3998  0.9775  0.1199
O  -0.9483  -1.0187  1.1755
O  2.2419  1.1225  0.5789
C  2.0619  0.0131  -0.0027
C  -1.8222  -1.5354  0.2456
O  -0.9598  0.7549  -1.5685
H  -1.3827  1.4782  -2.0554
O  -2.0551  1.5891  0.2010
O  3.0295  -0.5775  -0.5552
O  0.8730  -0.5587  -0.0508
H  0.1714  0.6687  1.4961
C  -1.2861  0.8049  -0.2900

Atomic partial charges in e from the natural (NBO) method, atoms 1 to 2: 0.286 0.176



9.
A structure of composition C4H4CdO2. Source: the OMol25 dataset; level of theory: wB97M-V/def2-TZVPD.

Results
energy relative to the best compared isomer or geometry (same formula, charge and spin): 342.1 kJ/mol
net charge: +2
HOMO level (alpha / beta): -16.70 / -18.96 eV

Cartesian coordinates (Å):
C  0.5031  1.5628  -0.6368
H  1.4845  1.1201  -0.8701
O  -0.8848  -1.6746  0.2420
H  -0.0402  1.8201  -1.5613
Cd  -1.3760  -2.3674  -1.5683
H  0.0571  0.3811  1.3540
O  0.1086  3.2389  0.9276
C  0.7544  2.8687  -0.0054
C  -0.7365  -0.5523  -0.2303
H  -0.6380  1.7754  1.1024
C  -0.2910  0.6619  0.3487

Atomic partial charges in e from the natural (NBO) method, atoms 1 to 2: -0.559 0.284



10.
A structure of composition C4H4Cl2GaLuN2O3S. Source: the OMol25 dataset; level of theory: wB97M-V/def2-TZVPD.

Results
net charge: +4
HOMO level: -23.34 eV

Cartesian coordinates (Å):
Ga  -0.2864  0.0792  -0.3000
O  -0.2315  1.3304  -8.3112
Lu  0.4277  0.1542  -4.9151
C  0.2249  0.8070  -7.3373
Cl  -0.7201  1.8439  -3.7698
C  -0.0473  0.1818  4.5201
O  0.0926  -1.4632  2.1456
H  0.5521  -1.4429  5.6399
Cl  0.9803  -0.6559  -2.1317
N  -0.8101  0.8650  5.3671
H  -1.1544  0.5846  6.2831
C  0.3638  -0.8188  -7.2347
C  -0.0613  -0.3330  1.7436
H  0.8525  -1.4213  3.8719
S  -0.0492  1.0833  2.8721
O  0.4662  -1.5761  -8.1670
H  -1.1558  1.7514  4.9889
N  0.5561  -0.9697  4.7347

Atomic partial charges in e from the natural (NBO) method, atoms 1 to 2: 1.533 -0.105



11.
A structure of composition C4H4Cl2O. Source: the OMol25 dataset; level of theory: wB97M-V/def2-TZVPD.

Results
energy relative to the best compared isomer or geometry (same formula, charge and spin): 567.0 kJ/mol
HOMO level (alpha / beta): -8.33 / -8.48 eV

Cartesian coordinates (Å):
C  1.5632  1.1171  0.7176
H  -1.9754  -1.9044  -0.1356
Cl  1.4064  -1.4532  0.3159
H  -2.6085  -1.1802  -1.7258
C  -0.9748  -0.0183  -0.6677
C  -2.0560  -1.0118  -0.7506
Cl  3.0775  0.8535  -0.2021
H  1.8674  1.2580  1.7822
O  -2.1530  0.3420  -0.1989
C  0.6065  -0.0611  0.6263
H  1.2467  2.0582  0.2386

Atomic partial charges in e from the natural (NBO) method, atoms 1 to 2: -0.505 0.206



12.
A cluster of 2 separate species, C4H4Cl2O in total. Source: the OMol25 dataset; level of theory: wB97M-V/def2-TZVPD.

Results
energy relative to the best compared isomer or geometry (same formula, charge and spin): 276.0 kJ/mol
multiplicity: 3
HOMO level (alpha / beta): -6.00 / -9.73 eV

Cartesian coordinates (Å):
Cl  0.3607  -2.2883  0.9015
H  2.1551  0.9464  2.3903
H  -0.0185  -1.3336  -1.9548
C  2.7352  0.8016  1.4459
H  1.2398  -0.0360  -1.7773
H  -0.1391  -0.0432  -0.6662
Cl  4.2899  0.6907  -0.9221
C  0.5294  -0.6653  -1.2563
C  3.4980  0.7391  0.4959
O  2.5247  -1.2874  -0.1241
C  1.3359  -1.3517  -0.2142

Atomic partial charges in e from the natural (NBO) method, atoms 1 to 2: 0.001 0.262



13.
The molecule C4H4Cl3F. Source: the OMol25 dataset; level of theory: wB97M-V/def2-TZVPD.

Results
SMILES: C[C@@]1(Cl)[C@H](Cl)[C@@]1(F)Cl
energy relative to the best compared isomer or geometry (same formula, charge and spin): 48.9 kJ/mol
HOMO level: -10.39 eV

Cartesian coordinates (Å):
H  0.7258  2.1508  -0.1646
Cl  -1.8817  -2.0998  0.0830
C  0.2745  1.3254  -0.7207
H  -0.0236  -1.3517  -1.2364
C  -0.3441  0.3155  0.2130
C  -0.4815  -1.1233  -0.2596
C  0.4637  -0.7868  0.8383
Cl  2.1957  -0.8863  0.5994
F  0.1275  -1.1711  2.0871
H  -0.4993  1.7543  -1.3390
Cl  -1.6145  0.9903  1.2272
H  1.0573  0.8826  -1.3278

Atomic partial charges in e from the natural (NBO) method, atoms 1 to 2: 0.234 0.033



14.
The molecule C4H4ClF. Source: the OMol25 dataset; level of theory: wB97M-V/def2-TZVPD.

Results
SMILES: C#C[C@@](C)(F)Cl
energy relative to the best compared isomer or geometry (same formula, charge and spin): 135.0 kJ/mol
HOMO level: -10.65 eV

Cartesian coordinates (Å):
Cl  1.3348  -1.6090  0.1759
H  1.7565  1.1476  -0.8192
H  0.2597  0.5180  -1.6135
F  0.9925  0.3883  1.7217
C  -0.9025  -0.5469  0.6350
H  0.0575  1.8353  -0.4581
C  0.7034  0.8944  -0.7155
H  -2.6393  -1.6918  0.2076
C  0.4688  -0.1018  0.5239
C  -2.0313  -0.8341  0.3422

Atomic partial charges in e from the natural (NBO) method, atoms 1 to 2: -0.017 0.235



15.
The molecule C4H4ClF. Source: the OMol25 dataset; level of theory: wB97M-V/def2-TZVPD.

Results
SMILES: F/C=C\C=C\Cl
energy relative to the best compared isomer or geometry (same formula, charge and spin): 68.3 kJ/mol
HOMO level: -8.95 eV

Cartesian coordinates (Å):
H  -0.1568  -1.5257  1.8582
F  -0.3413  2.1976  -0.4053
H  -0.5665  -1.1348  -0.5568
C  0.5983  0.1220  0.8241
C  -0.8805  1.0358  -0.8128
H  1.4759  0.7840  0.8985
C  0.4967  -0.7662  1.8034
C  -0.2871  -0.1151  -0.3517
H  -1.6583  1.2944  -1.5271
Cl  1.4187  -0.4829  3.2612

Atomic partial charges in e from the natural (NBO) method, atoms 1 to 2: 0.195 -0.338



16.
The molecule C4H4ClFO. Source: the OMol25 dataset; level of theory: wB97M-V/def2-TZVPD.

Results
SMILES: FC1=C(Cl)COC1
energy relative to the best compared isomer or geometry (same formula, charge and spin): 38.2 kJ/mol
HOMO level: -9.41 eV

Cartesian coordinates (Å):
C  -0.2750  -1.2244  -0.0089
C  1.2088  0.5831  -0.0098
O  1.0631  -0.8108  0.0189
C  -1.0801  0.0523  -0.0281
F  -0.5349  2.3629  0.0111
H  -0.4591  -1.8886  0.9044
H  -0.5089  -1.8716  -0.8671
C  -0.2271  1.0395  -0.0137
Cl  -2.7871  0.0531  0.0069
H  1.8313  0.8792  0.8831
H  1.7690  0.8253  -0.8969

Atomic partial charges in e from the natural (NBO) method, atoms 1 to 2: -0.071 -0.109



17.
A cluster of 2 separate species, C4H4ClFOS2 in total. Source: the OMol25 dataset; level of theory: wB97M-V/def2-TZVPD.

Results
SMILES: C#C[C@@H](F)Cl.OC(=S)S
HOMO level: -9.15 eV

Cartesian coordinates (Å):
O  0.0569  -2.3744  -0.2655
H  -4.4537  0.7554  -1.0833
S  0.5605  -2.3704  2.2737
Cl  -0.2220  2.3061  0.2198
C  -0.8403  1.6444  -1.3193
C  -3.4202  1.0124  -1.1506
C  -2.2569  1.3081  -1.2104
S  2.2711  -0.9912  0.3253
H  0.3566  -2.0655  -1.1305
H  2.1117  -0.9265  -1.0092
H  -0.2333  0.7653  -1.5409
C  0.8569  -1.9762  0.7269
F  -0.6450  2.5684  -2.3014

Atomic partial charges in e from the natural (NBO) method, atoms 1 to 2: -0.647 0.243



18.
A cluster of 2 separate species, C4H4ClN in total. Source: the OMol25 dataset; level of theory: wB97M-V/def2-TZVPD.

Results
energy relative to the best compared isomer or geometry (same formula, charge and spin): 411.0 kJ/mol
HOMO level (alpha / beta): -9.13 / -9.13 eV

Cartesian coordinates (Å):
H  0.2515  -1.7308  0.5345
H  1.2300  2.3784  -0.0597
H  -0.5808  -1.7168  -1.1196
C  -0.5358  -1.2875  -0.1843
N  -2.5891  -0.0126  0.4944
H  -0.5061  1.5274  -0.1091
C  1.1441  0.3181  0.0481
C  -1.6067  -0.5623  0.2165
Cl  2.5809  -0.4340  0.2980
C  0.6120  1.5201  -0.1187

Atomic partial charges in e from the natural (NBO) method, atoms 1 to 2: 0.262 0.226



19.
The molecule C4H4ClN. Source: the OMol25 dataset; level of theory: wB97M-V/def2-TZVPD.

Results
SMILES: C/C(C#N)=C\Cl
energy relative to the best compared isomer or geometry (same formula, charge and spin): 266.6 kJ/mol
HOMO level (alpha / beta): -8.73 / -8.75 eV

Cartesian coordinates (Å):
N  0.9508  -1.0293  2.4370
H  1.5544  1.3204  0.1205
C  0.5576  1.1005  -0.3784
H  -0.1478  1.9334  -0.1048
Cl  -1.5928  -0.6686  -1.9287
C  0.6155  -0.5518  1.4437
C  -1.0650  -1.0305  -0.4413
H  -1.5102  -1.9172  0.1006
H  0.5403  0.9523  -1.5217
C  0.0972  -0.1092  0.2731

Atomic partial charges in e from the natural (NBO) method, atoms 1 to 2: -0.283 0.242



20.
The ion C4H4ClN2O2 with charge +1. Source: the OMol25 dataset; level of theory: wB97M-V/def2-TZVPD.

Results
SMILES: O=C1NC=[NH+]C(=O)[C@H]1Cl
energy relative to the best compared isomer or geometry (same formula, charge and spin): 0.0 kJ/mol
net charge: +1
HOMO level: -15.51 eV

Cartesian coordinates (Å):
C  -0.6587  1.8454  0.2127
H  1.9174  -0.2892  0.9226
H  -0.8335  2.9213  0.0969
N  -0.9077  -0.5133  -0.5175
O  -2.4437  0.9105  -1.3750
H  -1.4332  -1.3240  -0.7778
C  -1.5186  0.7632  -0.6913
H  0.6514  -1.9041  0.1155
N  1.1125  0.0677  0.4340
O  1.6909  2.2514  0.5826
C  0.8066  1.4911  0.3940
Cl  -1.4168  1.5148  1.9058
C  0.2731  -0.8127  -0.0216

Atomic partial charges in e from the natural (NBO) method, atoms 1 to 2: -0.361 0.464